# C4H10OSSi

One molecule with the formula C4H10OSSi in a non-equilibrium geometry (ωB97M-V/def2-TZVPD, OMol25).

```
17
Properties=species:S:1:pos:R:3
C 1.10026 -0.17499 -1.09568
C 0.49804 -0.64063 0.18522
C 0.63392 -2.18203 0.09504
S 1.46634 0.20106 1.56554
Si -0.58548 0.69871 1.21880
C -1.48120 2.23728 0.67450
O -1.66055 0.09982 2.32805
H 1.01553 0.96459 -1.24831
H 2.10037 -0.41247 -1.10568
H 0.48572 -0.64779 -1.87839
H 1.69207 -2.33878 -0.09765
H 0.36591 -2.73557 1.07383
H -0.00751 -2.52843 -0.67946
H -2.22767 2.31925 1.49216
H -0.79089 3.12091 0.73047
H -1.84215 1.99035 -0.41227
H -1.26202 -0.75143 2.58219
```

Values from the calculation:
- F_max (hartree/bohr) = 0.0869
- frontier orbital gap (eV) = 9.33
- relative energy (zero: lowest compared OMol25 entry of this formula, charge and spin) (eV) = 0.0000
- E (Eh) = -921.352358